15
Properties=species:S:1:pos:R:3:nbo_charge:R:1 method="wB97M-V/def2-TZVPD" homo_ev=-8.45 relative_energy_ev=5.693 energy_ha=-345.5957 multiplicity=1 homo_lumo_gap_ev=9.17 e_lumo_ev=0.7
C 2.828 0.092 -0.374 -0.4731
C 2.131 -0.572 0.541 -0.2045
C -1.149 -0.634 0.242 0.0108
C -0.037 0.318 0.518 0.5817
C -2.347 -0.280 -0.533 -0.6515
O -0.908 0.082 1.484 -0.4908
O -0.005 1.581 -0.046 -0.7231
H 3.935 -0.102 -0.749 0.2010
H 2.364 0.850 -0.989 0.2121
H 2.339 -1.435 1.083 0.1792
H -0.850 -1.619 0.316 0.1865
H -3.319 -0.318 0.085 0.2227
H -2.612 -0.941 -1.277 0.2265
H -2.171 0.703 -0.903 0.2300
H -0.200 2.276 0.601 0.4926